C8H17HoP2 | ωB97M-V/def2-TZVPD

```
28
Properties=species:S:1:pos:R:3:forces:R:3
C 0.1488 0.1880 -2.8110 -0.66 0.69 0.73
C -0.9187 0.1061 -3.7476 -0.10 0.30 0.78
C -1.9811 0.9477 -3.2965 0.98 -0.11 0.53
C -1.5699 1.5729 -2.0827 0.21 -0.54 -0.32
C -0.2629 1.1209 -1.7684 0.10 -0.90 -0.72
Ho 1.8308 -1.3099 0.1841 0.42 -1.29 -2.00
P 3.7745 0.6395 0.0434 1.91 1.72 -0.26
H 1.1257 -0.3068 -2.8668 -0.24 0.19 -0.19
H -0.9286 -0.4964 -4.6517 0.02 0.10 0.18
H -2.9373 1.1036 -3.7914 0.26 -0.05 0.06
H 0.3555 1.4536 -0.9283 -0.04 0.11 -0.16
H -2.1508 2.2820 -1.4956 0.10 -0.11 -0.17
H 3.5610 2.0677 0.1655 0.22 -0.69 -0.10
H 4.4925 0.6428 -1.2204 -0.44 0.04 0.82
H 4.9278 0.5163 0.9162 -0.74 0.12 -0.57
C -0.9003 -2.3162 2.7161 0.02 -0.25 0.37
P -0.4466 -1.1431 1.4031 -1.08 0.15 0.21
C -1.9492 -0.1656 1.1601 -0.40 0.29 0.26
C 0.7494 0.0110 2.2825 -0.39 -0.27 0.76
H -1.9384 -2.6409 2.5478 0.35 0.09 0.06
H -0.8160 -1.8390 3.7029 -0.16 -0.26 -0.19
H -0.2484 -3.2014 2.6764 -0.21 0.29 0.12
H -2.5541 -0.1843 2.0781 0.12 0.11 -0.21
H -1.7121 0.8694 0.8878 -0.05 -0.32 -0.08
H -2.5274 -0.6084 0.3382 0.22 0.18 0.15
H 0.2980 0.0832 3.2752 0.33 0.34 0.06
H 1.7844 -0.4037 2.4441 -0.77 0.26 -0.06
H 0.7934 1.0110 1.8388 0.02 -0.18 -0.08
```
Positions in Å, forces in eV/Å.

- spin multiplicity = 5
- total charge = 0
- HOMO (spin up / spin down) (Ha) = -0.1871 / -0.2170
- expectation value of S² = 6.005
- energy above the lowest of the compared OMol25 structures with the same formula, charge and spin (eV) = 2.004
- gap between HOMO and LUMO (spin up / spin down) (eV) = 4.95 / 5.48

Atom charges from the Mulliken analysis, given in e for atoms 1 to 4:
1. C -0.4507
2. C -0.7417
3. C -0.3685
4. C -1.0698

C8H17InO3 | ωB97M-V/def2-TZVPD

```
29
Properties=species:S:1:pos:R:3:forces:R:3
In -1.6475 1.4786 0.0428 0.15 -1.29 0.08
C 2.9837 4.2071 0.2212 1.90 -0.83 0.40
C 1.6912 3.7009 -0.4848 -0.71 2.84 -0.46
O 0.8230 3.0938 0.1930 -0.33 -0.78 0.75
H 3.8721 4.2035 -0.4111 -0.24 -0.14 -0.27
H 3.2505 3.6501 1.1175 -0.33 -0.05 0.04
H 2.8075 5.2674 0.4563 -0.67 -0.13 -0.09
H 2.1267 3.0354 -1.3249 0.41 -0.42 0.22
H 1.2628 4.5353 -1.0829 -0.16 -0.36 -0.49
C 2.3910 0.1773 -1.4337 -0.06 0.21 0.84
C 1.4051 -0.8577 -0.9065 -0.18 -0.28 -0.81
O 0.2993 -0.5435 -0.5211 -0.34 0.40 0.28
C 1.8226 -2.2934 -1.0129 0.18 -0.46 -0.53
H 3.3950 -0.2292 -1.4965 0.04 0.06 -0.18
H 2.3748 0.9816 -0.6925 0.15 0.06 -0.08
H 2.0490 0.5598 -2.3963 -0.01 -0.20 -0.10
H 2.3594 -2.6183 -0.1187 0.03 0.13 0.02
H 2.4821 -2.4182 -1.8738 0.23 0.13 0.18
H 0.9956 -2.9765 -1.1981 -0.29 0.27 0.38
C -4.6128 -1.9112 0.5222 -0.96 0.44 0.18
C -3.2842 -1.8410 1.2025 0.49 -0.41 -1.06
O -2.4786 -0.9607 0.9026 0.25 0.80 0.27
C -2.9050 -2.9461 2.1463 -0.28 0.29 -0.11
H -5.1410 -0.9558 0.6076 0.16 0.03 0.13
H -5.2765 -2.6709 0.9269 0.15 -0.09 0.06
H -4.5393 -2.0687 -0.5559 0.45 -0.16 0.06
H -3.1564 -2.5719 3.1448 -0.06 -0.29 0.06
H -1.8508 -3.2061 2.1262 0.09 0.29 -0.07
H -3.4994 -3.8216 1.8998 -0.06 -0.06 0.29
```
Positions in Å, forces in eV/Å.

- spin multiplicity = 1
- total charge = +2
- HOMO (Ha) = -0.5894
- energy above the lowest of the compared OMol25 structures with the same formula, charge and spin (eV) = 0.205
- gap between HOMO and LUMO (eV) = 3.22

Atom charges from the Mulliken analysis, given in e for atoms 1 to 4:
1. In 1.0949
2. C -0.9635
3. C 0.0585
4. O -0.1744

Electronic energy readings, ordered: -52940.226; -19865.963 eV